Entry 1:
{"formula": "C27H37N7O6S", "method": "the ωB97M-V functional and the def2-TZVPD basis", "symbols": ["C", "N", "O", "O", "H", "H", "H", "O", "S", "O", "O", "C", "C", "O", "H", "H", "H", "H", "C", "C", "C", "N", "C", "H", "H", "H", "H", "H", "C", "C", "C", "N", "C", "H", "H", "H", "H", "H", "C", "C", "C", "N", "C", "H", "H", "H", "H", "H", "C", "C", "C", "N", "C", "H", "H", "H", "H", "H", "C", "C", "C", "N", "C", "H", "H", "H", "H", "H", "C", "C", "C", "N", "C", "H", "H", "H", "H", "H"], "xyz": [[-1.7205, 3.3382, -3.8308], [-1.1139, 2.2106, -3.1036], [-0.4174, 1.4134, -3.7327], [-1.1783, 2.1757, -1.8883], [-0.8499, 3.9083, -4.1551], [-2.3480, 3.9579, -3.1902], [-2.2499, 2.8895, -4.6714], [-0.1188, -3.1816, 0.4752], [-0.5462, -2.0142, -0.2594], [-1.9125, -1.5124, 0.0907], [0.5311, -0.7650, -0.1044], [1.3443, -0.6307, -1.2158], [1.1079, -1.7724, -2.1676], [-0.2319, -2.1054, -1.8894], [1.1574, 0.3269, -1.7017], [2.4016, -0.5755, -0.9563], [1.7740, -2.6122, -1.9696], [1.0887, -1.4942, -3.2213], [-4.4818, 1.3029, -1.4058], [-5.6817, 1.9371, -1.7749], [-6.6244, 0.9060, -2.1359], [-6.0559, -0.2860, -1.7039], [-4.7400, -0.0335, -1.3766], [-3.5303, 1.7216, -1.1130], [-5.9341, 2.9870, -1.7558], [-7.5849, 1.0082, -2.6189], [-6.4996, -1.1835, -1.8366], [-4.2092, -0.9548, -1.1876], [-3.1612, -5.7041, 3.6509], [-3.8323, -4.5289, 3.7347], [-3.3077, -3.6478, 2.7913], [-2.2519, -4.3556, 2.2774], [-2.0980, -5.6275, 2.6747], [-3.4964, -6.5897, 4.1703], [-4.7470, -4.3047, 4.2633], [-3.5371, -2.6848, 2.3597], [-1.6282, -3.8493, 1.6652], [-1.2853, -6.2765, 2.3835], [4.9263, -2.2524, 0.8717], [3.5712, -2.3625, 1.3314], [3.5400, -2.3737, 2.7232], [4.8406, -2.3710, 3.1795], [5.6964, -2.4113, 2.0590], [5.3279, -2.0759, -0.1152], [2.6838, -2.4507, 0.7222], [2.6931, -2.4055, 3.3927], [5.1886, -2.2848, 4.1238], [6.7717, -2.3434, 2.1343], [-3.4703, 1.8557, 2.9766], [-2.5012, 2.8664, 2.8980], [-1.6286, 2.4496, 1.8824], [-2.0034, 1.1558, 1.5127], [-3.1683, 0.8828, 2.0748], [-4.3043, 1.8884, 3.6621], [-2.4799, 3.7383, 3.5349], [-0.7798, 2.9440, 1.4336], [-1.4696, 0.4134, 1.0837], [-3.5973, -0.1024, 1.9668], [3.5640, 0.4052, -3.7406], [4.4191, 0.0326, -2.7285], [4.4606, 1.1200, -1.9017], [3.5061, 1.9514, -2.2990], [2.9471, 1.5525, -3.4717], [3.4313, -0.1624, -4.6498], [5.1049, -0.8003, -2.6790], [5.0952, 1.2983, -1.0463], [3.2789, 2.7378, -1.7075], [2.1931, 2.1608, -3.9492], [2.6393, 4.1708, 0.4531], [2.0304, 2.9715, 0.3106], [2.6451, 2.0225, 1.0873], [3.7495, 2.6594, 1.5862], [3.7019, 4.0013, 1.3165], [2.4867, 5.1579, 0.0423], [1.1198, 2.6984, -0.2020], [2.6785, 0.9432, 1.0656], [4.5690, 2.2336, 1.9952], [4.5117, 4.6918, 1.5005]], "forces_ev_per_a": [[-0.01, 0.03, -0.39], [1.62, -1.02, 1.14], [-0.93, 0.68, -0.21], [-0.49, 0.30, -0.26], [-0.21, 0.05, -0.27], [0.06, -0.46, 0.05], [0.04, 0.33, 0.02], [0.08, 1.06, -1.16], [-1.15, 1.99, -0.04], [3.75, -1.26, -1.63], [-1.97, -1.69, 1.69], [2.16, 1.63, -1.68], [0.05, 0.05, 0.08], [-2.63, -1.34, 2.05], [-0.49, -0.01, 0.00], [-0.03, -0.26, 0.47], [-0.05, -0.15, -0.12], [0.39, 0.12, 0.20], [0.19, -0.24, 0.56], [-2.09, -1.48, -1.40], [1.80, 1.55, 1.85], [-0.30, 1.69, -1.62], [-0.77, -2.10, 0.17], [-0.18, 0.18, 0.03], [0.25, -0.01, -0.33], [-0.05, -0.23, 0.42], [0.45, 0.13, 0.02], [0.73, 0.53, 0.33], [1.94, -3.03, -0.65], [-1.82, 2.57, -0.84], [1.09, -1.76, 0.50], [1.02, 2.26, -2.27], [-2.65, 0.68, 2.69], [0.36, -0.10, 0.08], [0.12, -0.29, 0.27], [-0.06, -0.04, 0.45], [0.16, -0.51, -0.15], [-0.23, 0.16, 0.00], [0.37, -1.00, 3.09], [-0.03, 0.48, 0.36], [0.54, -0.06, -0.74], [0.86, -0.40, -2.01], [-1.29, 1.53, -0.89], [-0.16, -0.35, 0.04], [0.01, 0.18, 0.03], [0.14, -0.04, -0.06], [-0.37, -0.21, -0.21], [-0.11, -0.07, 0.34], [-1.13, 0.40, 0.79], [0.77, -0.50, -1.46], [0.34, -0.33, 1.06], [1.06, 1.68, -0.98], [-1.16, -1.71, 1.58], [-0.09, -0.21, -0.18], [0.16, 0.16, -0.44], [0.07, -0.21, 0.19], [0.07, 0.69, -0.48], [-0.14, 0.14, -0.11], [-0.85, -2.87, -3.08], [2.07, 0.05, 0.59], [0.62, -1.42, 1.30], [-0.19, 2.43, 0.94], [-0.70, 1.82, 0.82], [-0.22, -0.08, 0.00], [-0.15, -0.02, -0.19], [-0.31, 0.11, 0.09], [-0.31, 0.15, -0.40], [0.11, -0.31, -0.10], [1.64, 2.91, 0.78], [-2.97, -2.67, -0.32], [2.03, 0.06, -0.66], [0.68, 0.53, 1.15], [0.38, -0.71, -1.17], [-0.65, -0.23, -0.22], [-0.07, 0.39, -0.31], [-0.62, 0.04, 0.20], [-0.47, -0.16, 0.20], [-0.08, -0.22, 0.39]], "lowdin_charge": [0.052, -0.422, 0.037, 0.051, 0.104, 0.104, 0.107, -0.246, 0.774, -0.271, -0.193, -0.244, -0.165, -0.185, 0.107, 0.105, 0.134, 0.141, -0.126, -0.101, -0.112, 0.000, -0.148, 0.074, 0.080, 0.091, 0.143, 0.097, -0.137, -0.149, -0.098, -0.034, -0.085, 0.082, 0.092, 0.095, 0.085, 0.103, -0.086, -0.122, -0.127, 0.002, -0.120, 0.077, 0.067, 0.109, 0.142, 0.092, -0.131, -0.100, -0.105, 0.022, -0.183, 0.091, 0.088, 0.081, 0.102, 0.103, -0.159, -0.117, -0.156, 0.027, -0.128, 0.105, 0.096, 0.118, 0.123, 0.112, -0.134, -0.178, -0.105, 0.011, -0.116, 0.101, 0.089, 0.108, 0.149, 0.109], "e_lumo_ev": -0.1862, "relative_energy_kcal_mol": 49.8, "gap_ev": 7.30, "smiles": "C[N+](=O)[O-].O=S1(=O)OCCO1.c1cc[nH]c1.c1cc[nH]c1.c1cc[nH]c1.c1cc[nH]c1.c1cc[nH]c1.c1cc[nH]c1", "total_charge": 0, "spin_multiplicity": 1}



Entry 2:
{"formula": "C27H38Br30N2O6S", "method": "the ωB97M-V functional and the def2-TZVPD basis", "symbols": ["C", "C", "C", "O", "O", "C", "C", "C", "C", "C", "C", "C", "O", "S", "O", "O", "O", "C", "C", "C", "C", "N", "C", "C", "C", "N", "H", "H", "H", "H", "H", "H", "H", "H", "H", "H", "H", "H", "H", "H", "H", "H", "H", "H", "H", "H", "H", "H", "H", "H", "H", "H", "H", "H", "C", "Br", "Br", "Br", "H", "C", "Br", "Br", "Br", "H", "C", "Br", "Br", "Br", "H", "C", "Br", "Br", "Br", "H", "C", "Br", "Br", "Br", "H", "C", "Br", "Br", "Br", "H", "C", "Br", "Br", "Br", "H", "C", "Br", "Br", "Br", "H", "C", "Br", "Br", "Br", "H", "C", "Br", "Br", "Br", "H"], "xyz": [[1.3533, 1.9179, 0.4228], [1.8808, 0.5921, 0.4673], [3.0427, 0.0868, -0.5127], [3.3601, 0.9051, -1.4199], [3.6680, -1.1671, -0.3205], [2.9351, -2.2439, -0.9882], [2.4813, -1.8834, -2.4788], [2.1927, -3.1761, -3.4008], [0.7284, -3.7900, -3.1897], [-0.3713, -3.3290, -4.2544], [-0.3096, -1.7891, -4.6994], [-1.6527, -0.9486, -4.4602], [-2.4869, -0.8828, -5.6765], [-3.9364, -1.5607, -5.0778], [-5.1399, -0.7649, -5.4777], [-3.8324, -2.9666, -5.6292], [-3.7086, -1.6091, -3.4000], [-2.4192, -1.0111, -3.0597], [-1.6339, -1.4753, -1.7434], [-2.3009, -2.6735, -0.9290], [-2.9312, -3.9978, -1.5391], [-2.2962, -2.5818, 0.3908], [-2.8727, 0.5264, -2.7292], [-4.2447, 0.6200, -1.9182], [-5.5258, 1.3233, -2.6193], [-4.4444, 0.2071, -0.6829], [0.2209, 2.1268, 0.4322], [2.0124, 2.8716, 0.4380], [1.4543, -0.0907, 1.2856], [1.9778, -2.3987, -0.3580], [3.5411, -3.2014, -0.9121], [3.3225, -1.2534, -2.9516], [1.5359, -1.2291, -2.3774], [2.9436, -3.9906, -3.0957], [2.3311, -2.9077, -4.4976], [0.8181, -4.9376, -3.2723], [0.4363, -3.5972, -2.0925], [-0.2664, -3.9937, -5.1728], [-1.4021, -3.5206, -3.8124], [-0.1376, -1.7893, -5.8404], [0.5457, -1.1847, -4.2588], [-1.2407, 0.1320, -4.4445], [-1.5995, -0.5580, -1.0484], [-0.5271, -1.6859, -1.9919], [-2.3658, -4.9539, -1.2824], [-3.9715, -4.1110, -1.0534], [-3.1308, -3.9538, -2.6646], [-1.8418, -1.7038, 0.6881], [-3.0817, 0.9907, -3.7670], [-2.0168, 1.1491, -2.2918], [-5.7053, 2.2749, -1.9924], [-6.4217, 0.6431, -2.4117], [-5.3366, 1.5401, -3.7174], [-3.5529, -0.1873, -0.3427], [-9.7761, 2.0527, -2.5136], [-9.4854, 2.7656, -0.7346], [-9.9706, 3.4609, -3.8324], [-8.3968, 0.7827, -3.0133], [-10.7180, 1.5080, -2.4883], [-11.2951, 0.6539, 2.7208], [-12.1137, 2.2773, 2.0470], [-10.6888, -0.4981, 1.2832], [-9.8767, 1.0344, 3.9874], [-12.0660, 0.1097, 3.2604], [0.7674, 6.1078, 0.4090], [2.2491, 4.8549, 0.3922], [0.9559, 7.4626, -0.9642], [-0.9437, 5.2011, 0.2986], [0.7950, 6.6203, 1.3686], [7.1848, -2.6963, -0.3688], [7.4963, -4.0735, 0.9608], [8.7825, -1.6555, -0.7198], [6.4281, -3.4264, -1.9981], [6.4453, -2.0134, 0.0468], [9.3282, -1.5949, 4.2176], [10.0640, -0.1758, 5.3156], [7.5793, -1.1301, 3.5194], [10.5512, -2.1249, 2.8096], [9.1934, -2.4600, 4.8638], [6.0006, 4.0405, -1.3203], [6.3324, 4.7375, 0.4599], [5.8124, 5.4619, -2.6258], [7.3455, 2.7483, -1.8493], [5.0488, 3.5127, -1.2844], [11.9747, 3.2330, 5.3076], [12.7119, 4.6533, 6.4032], [10.2261, 3.6953, 4.6100], [13.1957, 2.7020, 3.8987], [11.8410, 2.3685, 5.9555], [-1.5798, -2.5455, 4.3322], [-0.5217, -4.1070, 4.7816], [-0.5656, -1.2662, 3.2817], [-3.2466, -3.0281, 3.4691], [-1.8361, -2.0544, 5.2687], [12.5633, 4.6084, 10.2727], [11.6710, 2.9089, 10.0010], [11.5677, 5.7604, 11.4734], [14.3980, 4.3738, 10.8544], [12.5967, 5.1079, 9.3065], [-15.7322, 0.2214, 2.8952], [-14.4687, -0.3549, 4.2497], [-15.6697, 2.1392, 2.6176], [-15.5057, -0.7547, 1.2354], [-16.7264, -0.0133, 3.2700]], "forces_ev_per_a": [[1.20, -1.82, 0.02], [-0.43, 0.77, 0.12], [0.43, 3.86, -0.42], [-0.62, -3.49, 2.93], [-1.30, 1.35, -0.93], [-1.82, -0.67, 0.04], [0.48, 0.03, -0.09], [-0.20, -0.01, 0.70], [0.41, -0.65, 0.26], [0.10, 0.15, 0.48], [-0.64, -0.59, -0.91], [4.17, 2.71, 0.11], [-2.53, -1.07, 4.01], [-1.66, -3.04, -3.81], [3.84, -1.80, 1.88], [-0.65, 4.03, 2.38], [0.33, -0.26, -2.08], [-0.49, 2.87, -0.36], [-0.15, -0.64, -0.36], [0.54, -0.05, 2.43], [-1.01, 0.36, -0.13], [0.11, -0.19, -3.46], [-0.48, 0.35, -1.44], [-0.99, 0.17, 1.35], [1.70, -0.63, 1.47], [1.41, 0.74, -3.00], [1.80, -0.46, 1.23], [-1.42, -2.99, -1.37], [0.06, 0.34, -2.12], [1.38, -0.02, -0.92], [-0.46, 1.48, -0.18], [-1.36, -0.89, 0.71], [1.52, -0.87, -0.36], [-0.91, 1.26, -0.67], [0.01, -0.37, 1.40], [-0.23, 1.74, 0.13], [0.16, -0.19, -1.65], [-0.18, 0.92, 1.19], [1.29, 0.06, -0.66], [-0.30, 0.28, 1.76], [-1.09, -0.97, -0.37], [-0.49, -1.59, 0.04], [-0.12, -1.59, -1.03], [-1.82, 0.02, 0.20], [-0.41, 1.54, -0.28], [1.64, 0.23, -0.66], [0.50, 0.02, 1.63], [-0.25, -0.36, -0.14], [0.23, -0.55, 1.60], [-1.20, -1.00, -0.36], [0.16, -1.31, -1.23], [2.48, 1.10, -0.33], [-0.50, -0.28, 1.43], [-0.52, 0.06, 0.11], [-0.27, -0.16, 0.01], [0.04, -0.10, -0.40], [0.10, -0.26, 0.24], [-1.94, 0.38, -0.32], [0.21, 0.18, 0.02], [0.05, -0.01, -0.04], [0.33, -0.35, 0.13], [-0.10, 0.22, 0.26], [-0.23, -0.05, -0.27], [0.21, 0.16, -0.17], [-0.03, 0.22, 0.04], [0.12, 2.06, -0.04], [-0.03, -0.34, 0.25], [0.32, 0.12, -0.02], [0.00, -0.16, -0.23], [-0.05, 0.15, 0.13], [-0.04, 0.17, -0.34], [-0.32, -0.24, 0.03], [0.17, 0.09, 0.24], [0.15, -0.16, -0.13], [0.03, -0.14, -0.05], [-0.16, -0.24, -0.20], [0.34, 0.02, 0.14], [-0.24, 0.16, 0.30], [0.03, 0.24, -0.15], [-0.09, -0.11, -0.05], [-0.04, -0.11, -0.32], [0.06, -0.25, 0.27], [-0.25, 0.28, 0.13], [0.24, 0.09, -0.03], [-0.08, -0.15, -0.01], [-0.08, -0.17, -0.26], [0.37, -0.02, 0.12], [-0.25, 0.15, 0.28], [0.06, 0.23, -0.14], [-0.29, -0.15, 0.09], [-0.16, 0.31, -0.14], [-0.09, -0.15, 0.15], [0.39, 0.11, 0.35], [0.13, -0.09, -0.26], [0.02, 0.06, -0.06], [0.16, 0.30, 0.08], [0.19, -0.25, -0.20], [-0.37, 0.02, -0.09], [-0.03, -0.15, 0.24], [-0.13, 0.07, -0.11], [-0.27, 0.07, -0.16], [-0.20, -0.40, 0.10], [0.04, 0.21, 0.33], [0.28, 0.05, -0.07]], "lowdin_charge": [-0.016, -0.047, -0.386, 0.045, -0.084, -0.182, -0.175, -0.184, -0.202, -0.164, -0.108, -0.275, -0.166, 0.823, -0.270, -0.292, -0.192, -0.350, -0.036, -0.318, -0.046, 0.082, -0.074, -0.326, -0.136, 0.130, 0.067, -0.122, 0.069, 0.131, 0.106, 0.130, 0.096, 0.109, 0.115, 0.118, 0.101, 0.123, 0.086, 0.136, 0.105, 0.154, 0.111, 0.106, 0.091, 0.099, 0.063, -0.012, 0.122, 0.135, 0.097, -0.088, 0.075, 0.018, -1.570, 0.548, 0.567, 0.715, -0.026, -1.615, 0.518, 0.549, 0.565, -0.127, -1.563, 0.699, 0.583, 0.582, -0.023, -1.599, 0.540, 0.550, 0.582, -0.037, -1.594, 0.562, 0.553, 0.549, -0.025, -1.622, 0.539, 0.558, 0.561, -0.049, -1.622, 0.583, 0.550, 0.567, -0.055, -1.602, 0.560, 0.559, 0.576, -0.029, -1.635, 0.542, 0.562, 0.559, -0.088, -1.588, 0.613, 0.544, 0.569, -0.028], "e_lumo_ev": -0.9476, "gap_ev": 8.51, "total_charge": 0, "spin_multiplicity": 1}



no.,HOMO (eV),electronic energy (eV)
1,-7.5,-62142.29186
2,-9.5,-2155976.87807